1.
C7H9HoIN6O3 | ωB97M-V with the def2-TZVPD basis set

Structure (XYZ):
```
27
Properties=species:S:1:pos:R:3:forces:R:3
Ho 0.418 -0.723 0.673 -0.74 0.45 -0.46
N -2.052 0.329 -0.479 0.25 -0.08 0.09
N -3.193 -0.316 0.046 -0.09 0.04 -0.05
C -3.057 -1.284 0.957 -0.05 -0.04 0.02
N -4.081 -1.911 1.467 0.00 -0.03 0.03
N -1.745 -1.505 1.257 0.86 0.10 -0.04
N -1.319 -2.428 2.149 0.23 -0.07 0.14
O -1.966 -3.170 2.790 -0.04 0.11 -0.11
O -0.027 -2.365 2.193 -0.18 -0.10 0.03
H -2.152 1.325 -0.294 0.01 0.13 0.02
H -2.077 0.215 -1.490 0.01 -0.01 -0.12
H -4.108 -0.031 -0.283 -0.04 0.03 -0.03
H -5.034 -1.695 1.196 0.00 0.02 -0.01
H -3.956 -2.641 2.155 -0.01 -0.05 0.05
O 3.239 -2.581 2.246 0.13 0.12 -0.12
C 2.580 -1.910 1.655 -0.09 -0.18 0.15
I 5.721 1.810 -0.507 -0.06 0.01 -0.03
C 3.726 1.793 -1.061 0.33 0.10 -0.01
C 3.230 2.600 -2.083 -0.12 0.02 -0.06
C 1.878 2.541 -2.401 0.15 0.15 -0.12
C 1.057 1.689 -1.703 -0.16 -0.03 -0.03
N 1.517 0.902 -0.712 -0.20 -0.62 0.59
C 2.837 0.967 -0.410 -0.16 0.01 0.01
H 3.891 3.266 -2.624 -0.01 0.01 -0.01
H 1.465 3.156 -3.189 0.02 0.00 0.00
H 0.004 1.629 -1.940 -0.04 -0.01 -0.01
H 3.205 0.338 0.391 0.02 -0.08 0.10
```
Forces are in eV/Å.

LUMO level (spin up / spin down)	-12.22 / -12.90	eV
expectation value of S²	6.004
charge	+3
E_HOMO (spin up / spin down)	-0.6395 / -0.6395	Ha
multiplicity	5
gap between HOMO and LUMO (spin up / spin down)	5.2 / 4.5	eV

Atom charges from the Löwdin analysis, given in e for atoms 1 to 5: number 1, Ho, carries 1.9849; number 2, N, carries 0.0354; number 3, N, carries 0.0419; number 4, C, carries -0.3401; number 5, N, carries 0.2952

2.
C7H7ClN2O | ωB97M-V with the def2-TZVPD basis set

Structure (XYZ):
```
18
Properties=species:S:1:pos:R:3:forces:R:3
C 1.562 0.102 0.157 0.41 4.06 1.05
C 0.015 0.079 -0.021 7.46 -5.31 2.78
C -0.637 1.120 -0.272 -3.95 9.90 -3.53
C -2.071 1.097 -0.351 5.32 -7.32 3.27
C -2.650 -0.116 0.063 -0.62 0.75 -1.20
C -1.895 -1.243 0.390 0.89 2.41 -0.42
C -0.528 -1.096 0.407 -7.61 6.82 -2.63
H 3.969 0.181 0.037 -2.26 -2.55 -1.28
H 1.919 -1.220 -1.313 1.01 0.57 2.23
H 1.541 1.907 1.088 2.21 -2.83 -1.11
H -0.034 2.194 -0.586 -1.86 -3.25 0.97
H -2.630 1.814 -0.584 -4.24 6.01 -2.00
H -2.303 -2.174 0.508 -1.28 -2.03 0.67
H -0.024 -1.820 0.587 6.45 -8.78 2.37
N 2.297 -0.915 -0.338 -2.22 -1.24 -2.52
N 2.251 1.088 0.726 -3.61 0.75 0.12
O 3.636 -0.736 -0.416 3.07 2.01 1.01
Cl -4.418 -0.263 -0.084 0.81 0.01 0.22
```
Forces are in eV/Å.

SMILES	[H]/N=C(/NO)c1ccc(Cl)cc1
LUMO level	0.58	eV
charge	0
E_HOMO	-0.3310	Ha
energy above the lowest of the compared OMol25 structures with the same formula, charge and spin	468.9	kJ/mol
gap between HOMO and LUMO	9.6	eV

Atom charges from the Löwdin analysis, given in e for atoms 1 to 5: number 1, C, carries -0.3715; number 2, C, carries -0.2350; number 3, C, carries -0.0627; number 4, C, carries -0.0314; number 5, C, carries -0.5831

3.
C6H10O | ωB97M-V with the def2-TZVPD basis set

Structure (XYZ):
```
17
Properties=species:S:1:pos:R:3:forces:R:3
C -0.244 1.358 1.975 -0.06 0.12 0.18
C 0.188 0.041 1.315 0.01 -0.01 -0.06
C 0.650 0.500 -0.036 -0.15 0.43 -0.11
O 0.990 -2.184 -0.729 -0.51 -0.45 -0.57
C 0.359 -1.705 -1.641 0.14 -0.56 0.14
C -0.866 -0.818 -1.464 0.01 -0.05 0.06
C -0.024 0.406 -1.184 0.25 0.17 0.17
H -1.016 1.828 1.354 0.07 -0.05 0.22
H 0.606 2.051 2.006 -0.16 -0.07 0.10
H -0.630 1.231 2.988 0.05 -0.05 -0.03
H -0.652 -0.660 1.270 0.19 0.15 -0.09
H 0.980 -0.450 1.893 -0.05 0.13 -0.18
H 1.572 1.076 -0.016 -0.27 0.45 0.04
H 0.741 -1.743 -2.680 -0.01 -0.20 0.00
H -1.470 -0.756 -2.374 0.18 0.05 0.16
H -1.487 -1.154 -0.628 0.22 0.10 -0.11
H 0.302 0.980 -2.048 0.09 -0.16 0.07
```
Forces are in eV/Å.

SMILES	CC/C=C\CC=O
LUMO level	0.78	eV
charge	0
E_HOMO	-0.3316	Ha
energy above the lowest of the compared OMol25 structures with the same formula, charge and spin	126.6	kJ/mol
gap between HOMO and LUMO	9.8	eV

Atom charges from the Löwdin analysis, given in e for atoms 1 to 5: number 1, C, carries -0.1123; number 2, C, carries -0.2398; number 3, C, carries -0.1474; number 4, O, carries 0.0395; number 5, C, carries -0.2771

4.
C8H13ClNO5 | ωB97M-V with the def2-TZVPD basis set

Structure (XYZ):
```
28
Properties=species:S:1:pos:R:3:forces:R:3
C 0.806 1.567 0.525 0.68 1.15 -0.41
C 1.443 -2.010 -0.376 -1.77 1.94 -1.00
C -1.548 -0.066 1.622 -0.50 3.11 1.52
C -2.510 0.253 -2.102 0.86 0.96 -0.42
C -0.112 -0.484 1.867 0.95 2.70 1.24
C -0.985 0.557 -1.872 -1.69 2.24 -0.64
C 1.014 0.317 1.223 0.92 -1.23 -2.87
C 0.912 -0.618 -0.965 0.49 -0.20 1.59
N 2.454 0.039 1.445 -1.55 -0.36 0.93
O -0.194 2.262 0.501 -0.21 0.09 0.09
O 0.547 -2.758 -0.089 -2.20 -1.92 0.50
O 1.904 1.996 -0.221 -2.70 1.75 0.86
O 2.636 -2.091 -0.196 3.03 0.00 0.01
O -0.365 -0.564 -1.316 -0.24 -1.08 0.30
Cl 2.036 0.108 -2.063 0.13 -0.10 -0.60
H -2.099 -0.503 2.461 -0.38 -0.28 -0.53
H -1.721 -0.521 0.692 -1.34 -0.22 -1.19
H -1.837 1.108 1.650 1.07 -2.88 -0.32
H -2.801 -0.327 -2.995 0.62 -0.40 0.58
H -2.872 -0.186 -1.163 -0.39 0.25 -0.47
H -2.958 1.248 -2.355 0.09 -0.64 0.80
H 0.040 -0.471 2.951 0.36 -0.24 0.12
H -0.105 -1.465 1.501 0.66 -1.71 -0.21
H -0.977 1.496 -1.216 0.34 -1.75 -0.70
H -0.515 0.851 -2.820 0.08 -0.26 0.09
H 2.491 -0.451 2.333 0.16 0.38 0.51
H 2.578 1.466 0.125 2.42 -1.42 0.72
H 2.737 -0.754 0.850 0.12 0.11 -0.50
```
Forces are in eV/Å.

LUMO level (spin up / spin down)	3.35 / 3.35	eV
charge	-1
E_HOMO (spin up / spin down)	-0.1471 / -0.1471	Ha
energy above the lowest of the compared OMol25 structures with the same formula, charge and spin	66.1	kJ/mol
gap between HOMO and LUMO (spin up / spin down)	7.4 / 7.4	eV

Atom charges from the Löwdin analysis, given in e for atoms 1 to 5: number 1, C, carries -0.5364; number 2, C, carries -0.7956; number 3, C, carries -0.0966; number 4, C, carries -0.0609; number 5, C, carries -0.1919